# C7H14N3O

A 2-piece molecular cluster, C7H14N3O overall (the ωB97M-V functional and the def2-TZVPD basis, the OMol25 dataset).

Results
E_LUMO = -3.7 eV
Total charge = +1
HOMO = -0.4308 hartree

```
25
C7H14N3O, DFT the ωB97M-V functional and the def2-TZVPD basis
C -1.22 2.31 0.51
C -0.17 2.26 1.36
C -0.71 0.12 0.77
C 0.61 3.31 2.05
C 1.36 -2.43 0.01
C -0.83 -2.20 -1.30
C 0.60 -1.83 -1.10
N -1.52 1.01 0.16
N 0.12 0.91 1.49
N 1.12 -1.00 -1.94
O -1.33 -1.52 -2.41
H -1.77 3.15 0.12
H 1.66 3.25 1.76
H 0.23 4.29 1.79
H 0.55 3.19 3.13
H 1.43 -3.51 -0.12
H 0.83 -2.26 0.94
H 2.37 -2.03 0.08
H -1.35 -1.91 -0.37
H -0.91 -3.29 -1.41
H -2.29 0.77 -0.44
H 0.84 0.57 2.10
H 2.08 -0.68 -1.88
H 0.52 -0.64 -2.67
H -2.22 -1.83 -2.62
```

Atomic charges from the Mulliken analysis, expressed in e, are listed below:
1. C -0.61
2. C 0.56
3. C -0.83
4. C -1.20
5. C -1.32
6. C -0.37
7. C 0.84
8. N 0.12
9. N 0.13
10. N -0.25
11. O -0.58
12. H 0.44
13. H 0.32
14. H 0.31
15. H 0.32
16. H 0.39
17. H 0.30
18. H 0.41
19. H 0.33
20. H 0.44
21. H 0.20
22. H 0.23
23. H 0.24
24. H 0.25
25. H 0.34

=====

# C5H11NO

The molecule C5H11NO (the ωB97M-V functional and the def2-TZVPD basis, the OMol25 dataset).

Results
E_LUMO = 0.9 eV
Total charge = 0
HOMO = -0.2780 hartree
Structure (SMILES) = C=C(O)N(C)CC

```
18
C5H11NO, DFT the ωB97M-V functional and the def2-TZVPD basis
C -2.08 1.32 0.11
C -0.79 0.96 0.32
O 0.15 1.90 0.64
N -0.25 -0.29 0.22
C -0.96 -1.34 -0.47
C 1.12 -0.58 0.63
C 2.16 -0.30 -0.46
H -2.31 2.36 -0.06
H -2.89 0.61 0.04
H -0.35 2.66 0.97
H -1.34 -2.11 0.21
H -1.81 -0.90 -1.01
H -0.31 -1.82 -1.21
H 1.36 0.01 1.52
H 1.16 -1.63 0.93
H 3.16 -0.56 -0.11
H 2.15 0.76 -0.73
H 1.96 -0.89 -1.36
```

Atomic charges from the Mulliken analysis, expressed in e, are listed below:
1. C -1.22
2. C 0.92
3. O -0.50
4. N 0.05
5. C -1.08
6. C -0.70
7. C -0.98
8. H 0.24
9. H 0.29
10. H 0.32
11. H 0.27
12. H 0.40
13. H 0.31
14. H 0.38
15. H 0.39
16. H 0.34
17. H 0.30
18. H 0.27

=====

# C14H21N5S2V

C14H21N5S2V as an isolated structure at a distorted geometry (the ωB97M-V functional and the def2-TZVPD basis, the OMol25 dataset).

Results
E_LUMO (alpha / beta) = -4.3 / -4.5 eV
Total charge = +1
HOMO (alpha / beta) = -0.3855 / -0.3869 hartree
Multiplicity = 3

```
43
C14H21N5S2V, DFT the ωB97M-V functional and the def2-TZVPD basis
V -0.75 0.12 -0.23
C 2.59 0.32 -4.67
S 1.74 -1.19 -4.20
C 0.75 -0.50 -2.91
S 1.27 -0.54 -1.27
N -0.35 0.09 -3.26
N -1.06 0.59 -2.17
C -1.48 1.78 -2.38
C -2.15 2.41 -1.26
C -2.76 3.64 -1.35
C -3.36 4.14 -0.20
C -3.31 3.39 0.97
C -2.67 2.17 0.95
N -2.09 1.65 -0.15
H 3.26 0.11 -5.50
H 3.18 0.71 -3.83
H 1.87 1.09 -4.99
H -1.35 2.32 -3.33
H -2.77 4.20 -2.28
H -3.86 5.11 -0.22
H -3.76 3.76 1.89
H -2.59 1.54 1.84
C 1.49 -1.74 0.34
C 2.31 -2.64 1.30
N 1.77 -2.63 2.69
C 0.35 -3.07 2.59
C -0.48 -2.17 1.63
N 0.34 -1.08 1.03
C 0.92 -0.31 2.17
C 1.75 -1.21 3.13
H 1.11 -2.33 -0.50
H 2.14 -0.97 -0.10
H 3.36 -2.30 1.32
H 2.33 -3.67 0.92
H -0.10 -3.06 3.59
H 0.31 -4.11 2.24
H -1.33 -1.73 2.17
H -0.91 -2.77 0.82
H 0.11 0.18 2.73
H 1.56 0.50 1.78
H 1.33 -1.16 4.14
H 2.78 -0.84 3.20
H -1.48 0.20 1.36
```

Atomic charges from the Mulliken analysis, expressed in e, are listed below:
1. V 0.57
2. C -0.79
3. S -0.04
4. C 0.29
5. S -0.42
6. N -0.99
7. N 0.33
8. C -0.42
9. C 0.72
10. C -0.94
11. C -0.15
12. C -0.81
13. C 0.06
14. N -0.04
15. H 0.34
16. H 0.24
17. H 0.27
18. H 0.37
19. H 0.41
20. H 0.44
21. H 0.39
22. H 0.56
23. C -0.27
24. C -0.87
25. N -0.17
26. C -0.78
27. C -0.62
28. N 0.48
29. C -0.47
30. C -0.79
31. H 0.33
32. H 0.34
33. H 0.35
34. H 0.32
35. H 0.35
36. H 0.28
37. H 0.42
38. H 0.49
39. H 0.37
40. H 0.46
41. H 0.35
42. H 0.26
43. H -0.21

=====

# C28H49BrIrNP3

C28H49BrIrNP3 as an isolated structure at a distorted geometry (the ωB97M-V functional and the def2-TZVPD basis, the OMol25 dataset).

Results
E_LUMO (alpha / beta) = -12.0 / -15.1 eV
Total charge = +4
HOMO (alpha / beta) = -0.6904 / -0.7756 hartree
Multiplicity = 6

```
83
C28H49BrIrNP3, DFT the ωB97M-V functional and the def2-TZVPD basis
N -5.25 -0.74 3.05
C -4.36 0.02 3.68
C -3.35 0.70 3.00
C -3.23 0.51 1.61
C -4.24 -0.21 0.95
C -5.23 -0.85 1.73
C -2.08 1.13 0.92
Ir -0.12 -0.02 0.51
P 1.65 0.57 -0.81
C -1.84 0.90 -0.48
C -1.56 2.05 -1.37
C -1.94 2.03 -2.73
C -1.46 3.02 -3.59
C -0.58 3.99 -3.10
C -0.39 4.14 -1.72
C -0.89 3.17 -0.85
Br 0.49 5.02 -4.28
H -1.68 2.02 1.43
H -2.36 0.05 -0.92
H -2.70 1.38 3.53
H -4.32 -0.27 -0.14
H -4.42 0.13 4.75
H -6.00 -1.45 1.23
H -2.62 1.24 -3.08
H -0.74 3.27 0.22
H -1.72 3.01 -4.63
H 0.18 4.97 -1.32
P -0.50 -2.21 -0.11
C 2.30 2.16 -0.13
C 3.08 3.07 -1.08
H 2.90 1.92 0.75
H 1.42 2.70 0.25
H 3.49 3.92 -0.52
H 3.93 2.55 -1.54
H 2.44 3.49 -1.87
C 1.26 0.87 -2.59
C 2.40 0.89 -3.62
H 0.71 1.82 -2.63
H 0.53 0.10 -2.87
H 1.99 1.16 -4.60
H 3.17 1.64 -3.37
H 2.88 -0.09 -3.72
C 3.02 -0.66 -0.80
C 4.44 -0.18 -1.09
H 2.74 -1.46 -1.50
H 2.99 -1.12 0.20
H 5.13 -1.04 -1.07
H 4.52 0.28 -2.08
H 4.80 0.54 -0.34
C 0.44 -3.61 0.64
C 1.94 -3.72 0.36
H -0.06 -4.53 0.31
H 0.30 -3.55 1.73
H 2.31 -4.67 0.77
H 2.18 -3.71 -0.71
H 2.51 -2.93 0.85
C -0.38 -2.48 -1.93
C -1.39 -1.76 -2.83
H -0.48 -3.57 -2.07
H 0.64 -2.19 -2.22
H -1.16 -1.98 -3.88
H -2.42 -2.09 -2.65
H -1.36 -0.67 -2.71
C -2.24 -2.67 0.24
C -2.50 -3.09 1.68
H -2.57 -3.45 -0.47
H -2.85 -1.78 0.02
H -3.56 -3.36 1.81
H -1.89 -3.95 1.98
H -2.31 -2.26 2.38
C 2.81 0.63 2.96
P 1.07 0.13 2.50
C 0.78 -1.47 3.33
C 0.08 1.27 3.54
H 3.58 -0.05 2.55
H 2.89 0.61 4.07
H 3.03 1.66 2.66
H 0.73 -1.30 4.41
H -0.18 -1.91 3.01
H 1.60 -2.16 3.13
H 0.47 1.29 4.57
H 0.11 2.29 3.14
H -0.95 0.92 3.57
```

Atomic charges from the Mulliken analysis, expressed in e, are listed below:
1. N 0.13
2. C -0.81
3. C -0.74
4. C 0.85
5. C -0.11
6. C -0.83
7. C -0.74
8. Ir -0.10
9. P -0.54
10. C -0.74
11. C 0.84
12. C -0.35
13. C -0.62
14. C -0.42
15. C -0.45
16. C 0.03
17. Br 0.24
18. H 0.63
19. H 0.79
20. H 0.89
21. H 0.66
22. H 0.46
23. H 0.46
24. H 0.54
25. H 0.40
26. H 0.53
27. H 0.60
28. P 1.14
29. C 0.11
30. C -1.40
31. H 0.10
32. H 0.19
33. H 0.49
34. H 0.29
35. H 0.19
36. C 1.37
37. C -1.49
38. H -1.05
39. H 0.05
40. H 0.45
41. H 0.32
42. H 0.38
43. C 0.55
44. C -1.50
45. H 0.44
46. H -0.22
47. H 0.47
48. H 0.30
49. H 0.34
50. C -1.00
51. C -1.23
52. H 0.70
53. H 0.52
54. H 0.45
55. H 0.33
56. H 0.20
57. C -0.86
58. C -1.18
59. H 0.68
60. H 0.35
61. H 0.42
62. H 0.28
63. H 0.10
64. C -0.25
65. C -1.22
66. H 0.76
67. H -0.37
68. H 0.40
69. H 0.35
70. H 0.20
71. C -1.39
72. P 1.40
73. C -1.22
74. C -1.22
75. H 0.43
76. H 0.51
77. H 0.54
78. H 0.63
79. H 0.08
80. H 0.39
81. H 0.61
82. H 0.44
83. H 0.00

=====

# C6H6P4

The molecule C6H6P4 at a distorted geometry (the ωB97M-V functional and the def2-TZVPD basis, the OMol25 dataset).

Results
E_LUMO (alpha / beta) = -0.8 / -0.8 eV
Total charge = 0
HOMO (alpha / beta) = -0.3029 / -0.3029 hartree
Structure (SMILES) = C#P=C/C=P/p1ccpc1

```
16
C6H6P4, DFT the ωB97M-V functional and the def2-TZVPD basis
C 2.19 0.42 0.31
P 2.26 1.86 1.08
C 0.86 2.76 0.34
C 0.07 2.30 -0.64
P 0.23 0.72 -1.47
P -1.36 -0.24 -0.36
C -1.37 -1.88 -1.07
C -1.12 -2.88 -0.21
P -0.55 -2.46 1.44
C -0.61 -0.79 1.16
H 2.74 -0.49 0.31
H 0.68 3.75 0.75
H -0.74 2.94 -0.98
H -1.71 -2.04 -2.09
H -1.20 -3.92 -0.49
H -0.37 -0.06 1.92
```

Atomic charges from the Mulliken analysis, expressed in e, are listed below:
1. C -0.37
2. P -0.11
3. C -0.27
4. C -0.37
5. P 0.03
6. P 0.03
7. C -0.37
8. C -0.38
9. P -0.10
10. C -0.30
11. H 0.36
12. H 0.32
13. H 0.39
14. H 0.38
15. H 0.35
16. H 0.42

=====

# C4H4OS2

The molecule C4H4OS2 (the ωB97M-V functional and the def2-TZVPD basis, the OMol25 dataset).

Results
E_LUMO = 0.7 eV
Total charge = 0
HOMO = -0.3070 hartree
Structure (SMILES) = Sc1ccoc1S

```
11
C4H4OS2, DFT the ωB97M-V functional and the def2-TZVPD basis
S 1.93 -1.20 -0.17
C 0.52 -0.14 -0.10
C 0.50 1.30 -0.10
C -0.79 1.65 -0.09
O -1.60 0.54 -0.08
C -0.78 -0.53 -0.09
S -1.58 -2.08 -0.08
H 2.17 -1.29 1.13
H 1.37 1.94 -0.11
H -1.31 2.60 -0.10
H -0.43 -2.78 -0.22
```

Atomic charges from the Mulliken analysis, expressed in e, are listed below:
1. S -0.25
2. C 0.23
3. C -0.38
4. C -0.44
5. O -0.34
6. C 0.26
7. S -0.23
8. H 0.15
9. H 0.42
10. H 0.42
11. H 0.14